[1]
Computed, not measured: one molecule with the formula C5H12OSi in a non-equilibrium geometry, with ωB97M-V/def2-TZVPD.

Last column: natural (NBO) charge in e.
Geometry (Å):
C1 1.1104 -1.0844 2.5708  -0.33
C2 0.8968 -0.4764 1.4052  -0.69
C3 0.2870 -0.2136 -2.3154  -0.61
C4 -0.0093 1.8330 -0.6953  -0.62
C5 -0.5159 0.4101 -1.0886  -0.69
O1 -2.1103 -0.0474 1.2540  -1.08
Si1 -0.7134 -0.6244 0.4809  1.65
H1 1.9569 -1.3115 3.1593  0.20
H2 0.2840 -1.8309 2.8363  0.16
H3 1.7286 0.1036 1.0031  0.22
H4 1.3504 -0.1502 -2.2478  0.21
H5 0.0301 -1.2802 -2.6219  0.21
H6 0.0842 0.2998 -3.2553  0.21
H7 0.9662 1.7821 -0.1274  0.20
H8 -0.6066 2.2380 0.0688  0.22
H9 0.1934 2.6355 -1.3916  0.22
H10 -1.5984 0.4465 -1.3909  0.23
H11 -2.2875 -0.5386 2.0987  0.50
H12 -1.0467 -2.1911 0.2569  -0.21

As for the orbital gap: 10.870 eV. Its HOMO energy is -10.10 eV. For the max |F|, the calculation gives 4.00 eV Å⁻¹. As for the energy relative to the best compared isomer or geometry (same formula, charge and spin): 0.919 eV. The SMILES is C=C[Si@@H](O)C(C)C.

***

[2]
Computed, not measured: one molecule with the formula C5H12S in a non-equilibrium geometry, with ωB97M-V/def2-TZVPD.

Last column: natural (NBO) charge in e.
Geometry (Å):
C1 -1.4520 -0.6982 -1.4353  -0.62
C2 0.0339 -0.3068 -1.3507  -0.42
C3 0.3705 0.3609 -0.0170  -0.09
C4 1.8723 0.2412 0.2064  -0.64
C5 -0.1134 1.8981 0.0595  -0.62
H1 -1.6198 -1.6631 -0.9534  0.22
H2 -1.7390 -0.8761 -2.4549  0.21
H3 -2.0861 0.0614 -1.0648  0.20
H4 0.2781 0.4155 -2.1511  0.20
H5 0.7073 -1.2211 -1.4089  0.21
H6 2.4444 0.8053 -0.5648  0.22
H7 2.2658 -0.7829 0.1451  0.22
H8 2.1365 0.5654 1.2251  0.22
H9 0.0240 2.3239 1.0288  0.22
H10 0.4428 2.4768 -0.7080  0.21
H11 -1.2033 1.9580 -0.1413  0.21
H12 -1.6294 -0.6405 1.3260  0.13
S1 -0.2681 -0.7746 1.3090  -0.08

As for the orbital gap: 9.747 eV. Its HOMO energy is -8.92 eV. For the max |F|, the calculation gives 2.22 eV Å⁻¹. As for the energy relative to the best compared isomer or geometry (same formula, charge and spin): 0.142 eV. The SMILES is CCC(C)(C)S.

***

[3]
Computed, not measured: one molecule with the formula C5H12S in a non-equilibrium geometry, with ωB97M-V/def2-TZVPD.

Last column: natural (NBO) charge in e.
Geometry (Å):
C1 -3.0389 -0.1363 -0.3316  -0.60
C2 -1.6876 -0.3890 0.4129  -0.39
C3 -0.6447 0.6372 -0.0134  -0.39
C4 0.7592 0.4320 0.3992  -0.33
C5 1.5194 1.5128 -0.1501  -0.63
H1 -2.9850 0.0388 -1.3863  0.21
H2 -3.7691 -0.9276 -0.1652  0.21
H3 -3.4598 0.7439 0.1407  0.20
H4 -1.9100 -0.2920 1.5225  0.20
H5 -1.2255 -1.2424 0.0748  0.20
H6 -0.9312 1.5755 0.5201  0.20
H7 -0.5201 0.7636 -1.0649  0.20
H8 0.7515 0.4771 1.5548  0.20
H9 1.8866 1.1979 -1.1600  0.21
H10 2.4290 1.8327 0.4312  0.22
H11 0.9274 2.4635 -0.3736  0.22
H12 2.8164 -0.7732 -0.2570  0.13
S1 1.5341 -1.1374 -0.1087  -0.06

As for the orbital gap: 9.987 eV. Its HOMO energy is -9.06 eV. For the max |F|, the calculation gives 5.07 eV Å⁻¹. As for the energy relative to the best compared isomer or geometry (same formula, charge and spin): 0.824 eV. The SMILES is CCC[C@H](C)S.

***

> Among the records above, which one has the highest energy relative to the best compared isomer or geometry (same formula, charge and spin)?

C5H12OSi

***

> Which formula does entry 1 have?

C5H12OSi

***

Please write out number 3 again, unchanged.
Computed, not measured: one molecule with the formula C5H12S in a non-equilibrium geometry, with ωB97M-V/def2-TZVPD.

Last column: natural (NBO) charge in e.
Geometry (Å):
C1 -3.0389 -0.1363 -0.3316  -0.60
C2 -1.6876 -0.3890 0.4129  -0.39
C3 -0.6447 0.6372 -0.0134  -0.39
C4 0.7592 0.4320 0.3992  -0.33
C5 1.5194 1.5128 -0.1501  -0.63
H1 -2.9850 0.0388 -1.3863  0.21
H2 -3.7691 -0.9276 -0.1652  0.21
H3 -3.4598 0.7439 0.1407  0.20
H4 -1.9100 -0.2920 1.5225  0.20
H5 -1.2255 -1.2424 0.0748  0.20
H6 -0.9312 1.5755 0.5201  0.20
H7 -0.5201 0.7636 -1.0649  0.20
H8 0.7515 0.4771 1.5548  0.20
H9 1.8866 1.1979 -1.1600  0.21
H10 2.4290 1.8327 0.4312  0.22
H11 0.9274 2.4635 -0.3736  0.22
H12 2.8164 -0.7732 -0.2570  0.13
S1 1.5341 -1.1374 -0.1087  -0.06

As for the orbital gap: 9.987 eV. Its HOMO energy is -9.06 eV. For the max |F|, the calculation gives 5.07 eV Å⁻¹. As for the energy relative to the best compared isomer or geometry (same formula, charge and spin): 0.824 eV. The SMILES is CCC[C@H](C)S.